#one
30
Properties=species:S:1:pos:R:3 method="wB97M-V/def2-TZVPD" gap_ev="2.41 / 10.51" e_homo_ev="0.2 / -8.0" multiplicity=2 charge=-1 s_squared=0.751
O -6.759 -9.394 -12.937
H -6.943 -10.292 -12.661
H -6.827 -8.877 -12.134
O -7.027 -7.666 -7.223
H -6.813 -8.229 -7.967
H -7.981 -7.701 -7.162
O -10.196 -9.450 -9.365
H -10.205 -8.958 -8.545
H -9.531 -9.014 -9.899
O -6.898 -7.573 -10.828
H -7.852 -7.648 -10.846
H -6.700 -6.873 -11.450
O -8.330 -7.201 -13.978
H -7.747 -7.351 -14.721
H -7.957 -7.725 -13.270
O -4.858 -9.675 -10.305
H -5.530 -10.008 -9.710
H -5.164 -8.801 -10.548
O -3.907 -6.345 -10.513
H -2.971 -6.158 -10.586
H -4.294 -5.939 -11.288
O -5.753 -5.916 -12.742
H -4.911 -5.931 -13.196
H -6.181 -5.120 -13.058
O -9.485 -7.608 -11.197
H -9.802 -8.105 -11.952
H -10.163 -6.951 -11.041
O -9.210 -4.844 -12.933
H -8.485 -5.075 -12.353
H -9.282 -5.586 -13.534

---

#two
30
Properties=species:S:1:pos:R:3 method="wB97M-V/def2-TZVPD" gap_ev="2.71 / 10.01" e_homo_ev="-0.2 / -7.5" multiplicity=2 charge=-1 s_squared=0.751
O 2.756 0.333 -0.382
H 2.468 0.709 0.450
H 3.444 -0.287 -0.139
O 1.012 -1.803 1.439
H 1.660 -1.190 1.788
H 0.812 -2.384 2.173
O 0.702 -3.200 -0.808
H 0.699 -4.042 -0.354
H 0.952 -2.566 -0.136
O 0.922 -0.553 -3.301
H 1.340 0.248 -2.983
H 0.835 -1.104 -2.523
O 0.769 2.533 -2.355
H -0.041 2.846 -2.758
H 1.371 2.410 -3.089
O -3.207 -0.357 -0.026
H -2.300 -0.175 0.222
H -3.497 -1.023 0.598
O -0.161 4.079 0.056
H 0.287 4.915 -0.081
H 0.211 3.497 -0.606
O -1.846 -2.308 1.352
H -2.723 -2.504 1.021
H -1.349 -3.113 1.205
O -0.720 0.315 0.409
H -0.323 -0.434 0.854
H -0.068 0.583 -0.238
O -1.557 1.326 2.989
H -1.200 1.023 2.154
H -1.247 2.228 3.070

---

#one is preferred energetically. Next in line: 1.3 kcal/mol higher.

---

#one
26
Properties=species:S:1:pos:R:3 method="wB97M-V/def2-TZVPD" gap_ev=10.14 smiles="CC[C@@H](N(C)C(O)(O)O)S(=O)(=O)O" e_homo_ev=-9.6 multiplicity=1 charge=0
C -2.369 1.786 -0.778
C 1.005 0.233 1.839
C -1.479 0.972 0.227
C -0.362 0.107 -0.340
C 2.121 -0.248 -0.295
N 1.066 0.505 0.423
O -0.168 -2.638 -0.618
O -1.330 -1.699 1.356
O -2.342 -1.443 -0.847
O 1.813 -0.218 -1.638
O 2.173 -1.580 0.109
O 3.372 0.368 -0.132
S -0.954 -1.592 0.001
H -1.801 2.458 -1.567
H -3.078 2.335 -0.345
H -2.863 1.046 -1.299
H 1.810 0.824 2.347
H 0.154 0.727 2.221
H 0.903 -0.776 2.078
H -0.909 1.610 0.871
H -2.027 0.335 0.880
H -0.176 0.226 -1.362
H -2.011 -2.066 -1.501
H 2.210 0.549 -2.061
H 1.694 -2.240 -0.362
H 3.545 0.419 0.793

---

#two
26
Properties=species:S:1:pos:R:3 method="wB97M-V/def2-TZVPD" gap_ev=8.72 smiles="CCC(NC)=S(=O)(O)O.O=C(O)O" e_homo_ev=-8.1 multiplicity=1 charge=0
C 0.451 -1.529 1.938
C -1.047 -1.416 -2.343
C -0.398 -1.500 0.589
C 0.011 -0.406 -0.290
C -1.671 1.902 0.624
N -0.333 -0.370 -1.567
O 1.772 1.198 -1.349
O 1.373 1.555 1.025
O 3.736 0.804 -0.028
O -1.414 1.505 1.730
O -2.828 1.753 0.018
O -0.790 2.236 -0.323
S 2.050 0.468 -0.119
H -0.090 -2.206 2.666
H 1.516 -1.853 1.731
H 0.362 -0.589 2.531
H -0.406 -2.234 -2.701
H -1.892 -1.911 -1.690
H -1.465 -0.839 -3.167
H -1.389 -1.336 1.066
H -0.257 -2.561 0.284
H 1.953 1.836 1.688
H 0.131 0.471 -2.038
H 3.985 1.243 -0.817
H -3.542 1.644 0.583
H 0.182 2.133 -0.039

---

#one is preferred energetically. Next in line: 24.0 kcal/mol higher.

---

#one
15
Properties=species:S:1:pos:R:3 method="wB97M-V/def2-TZVPD" gap_ev=10.20 smiles="NCC=O.O.O" e_homo_ev=-9.6 multiplicity=1 charge=0
O 0.607 1.051 -0.910
C -0.359 0.432 -1.287
C -1.295 -0.247 -0.305
N -0.676 -0.492 1.021
H -0.656 0.526 -2.322
H -2.199 0.354 -0.047
H -1.663 -1.290 -0.598
H -0.360 0.353 1.482
H 0.133 -1.047 0.643
H -0.625 -2.303 3.548
H -0.199 -3.496 2.365
O -0.103 -2.690 2.855
H 2.647 3.030 -1.387
H 1.946 2.792 -2.713
O 2.802 3.029 -2.342

---

#two
15
Properties=species:S:1:pos:R:3 method="wB97M-V/def2-TZVPD" gap_ev=10.01 smiles="NCC=O.O.O" e_homo_ev=-9.5 multiplicity=1 charge=0
O -1.284 0.579 -1.536
C -0.362 0.077 -0.946
C 0.395 0.777 0.161
N 1.843 0.663 0.117
H -0.030 -0.955 -1.166
H 0.097 1.823 0.203
H 0.062 0.323 1.102
H 2.200 -0.276 0.261
H 2.194 0.971 -0.774
H -2.569 0.764 0.102
H -3.872 0.974 0.818
O -2.933 0.941 0.977
H 1.572 -2.086 1.178
H 2.354 -3.438 1.053
O 2.327 -2.524 0.717

---

#two is preferred energetically. Next in line: 22.7 kcal/mol higher.

---

#one
18
Properties=species:S:1:pos:R:3 method="wB97M-V/def2-TZVPD" gap_ev=9.28 smiles=C[C@]12CCS[C@@H]1[C@H]2S e_homo_ev=-8.5 multiplicity=1 charge=0
C 0.616 1.738 -0.908
C -0.029 0.750 0.058
C 0.723 0.744 1.363
C 2.036 -0.087 0.955
C -0.009 -0.726 -0.298
C -1.247 0.134 -0.582
H 0.115 2.729 -0.861
H 0.515 1.404 -1.966
H 1.723 1.857 -0.762
H 0.151 0.275 2.202
H 0.997 1.741 1.697
H 2.298 -0.777 1.799
H 2.923 0.647 0.807
H -0.301 -1.323 0.641
H -1.518 0.509 -1.542
H -2.254 -0.614 1.384
S 1.729 -1.043 -0.595
S -2.804 -0.317 0.162

---

#two
18
Properties=species:S:1:pos:R:3 method="wB97M-V/def2-TZVPD" gap_ev=9.40 smiles="CC1(C)SC=CCS1" e_homo_ev=-8.6 multiplicity=1 charge=0
C 2.149 0.938 0.477
C 0.824 0.102 0.179
C 0.963 -1.339 0.593
C -1.404 0.596 -1.553
C -2.210 -0.133 -0.532
C -1.856 -0.001 0.756
H 2.029 1.925 0.120
H 2.256 0.967 1.554
H 3.087 0.466 0.099
H 1.228 -1.394 1.659
H 0.055 -1.977 0.318
H 1.760 -1.880 0.025
H -1.774 0.242 -2.531
H -1.528 1.636 -1.370
H -3.045 -0.744 -0.950
H -2.430 -0.560 1.540
S 0.351 0.228 -1.602
S -0.455 0.929 1.217

---

#two is preferred energetically. Next in line: 50.4 kcal/mol higher.

---

#one
15
Properties=species:S:1:pos:R:3 method="wB97M-V/def2-TZVPD" gap_ev="8.64 / 6.42" e_homo_ev="-8.4 / -8.1" multiplicity=1 charge=0
C -2.118 -0.581 -0.052
C -1.902 0.799 0.000
C -0.866 -1.176 -0.242
C -0.557 1.124 -0.334
C 1.610 -0.507 -0.406
C 2.915 0.490 -0.319
C 0.098 -0.125 -0.431
Cl 4.404 -0.098 0.353
H -3.096 -0.976 0.170
H -2.745 1.498 -0.138
H -0.589 -2.279 -0.293
H -0.074 2.103 -0.274
H 1.725 -0.871 -1.383
H 1.811 -1.448 0.046
H 3.141 1.552 -0.671

---

#two
15
Properties=species:S:1:pos:R:3 method="wB97M-V/def2-TZVPD" gap_ev=7.79 smiles="C=C1C=C(Cl)C=C1C" e_homo_ev=-8.6 multiplicity=1 charge=0
C -0.823 2.269 -1.475
C -0.143 1.057 -0.871
C -0.266 0.834 0.495
C 0.289 -0.455 0.863
C 0.504 -1.005 -0.255
C 0.147 -0.238 -1.374
C 0.087 -0.559 -2.731
H 0.033 2.955 -1.920
H -1.368 1.555 -2.327
H -1.606 2.938 -0.745
H -0.217 1.584 1.398
H 0.892 -2.074 -0.621
H -0.378 -0.013 -3.514
H -0.167 -1.761 -3.142
Cl 0.237 -0.977 2.527

---

#one is preferred energetically. Next in line: 2.7 kcal/mol higher.

---

#one
41
Properties=species:S:1:pos:R:3 method="wB97M-V/def2-TZVPD" gap_ev=8.85 e_homo_ev=-6.0 multiplicity=1 charge=-1
C 2.367 -1.884 -0.456
N 1.716 -3.024 0.160
C 1.473 -1.017 -1.498
C 2.158 -0.979 -2.849
N 0.127 -1.572 -1.547
C -0.806 -1.296 -0.545
O -1.976 -1.671 -0.741
O -0.397 -0.584 0.438
H 3.178 -2.271 -1.075
H 2.793 -1.262 0.318
H 1.171 -2.702 0.947
H 1.149 -3.605 -0.444
H 1.226 -0.024 -1.145
H 1.614 -1.629 -3.540
H 3.167 -1.385 -2.870
H 2.202 0.049 -3.227
H -0.214 -2.169 -2.277
H 0.021 4.375 1.298
H 0.584 3.959 -0.057
O 0.781 3.970 0.884
H -1.797 0.463 0.347
H -2.659 1.655 0.951
O -2.411 1.224 0.145
H 1.856 1.711 3.419
H 1.938 2.770 2.293
O 2.207 2.554 3.187
H -3.725 -1.462 1.642
H -2.852 -2.280 0.641
O -3.463 -2.348 1.411
H -2.595 1.526 -2.488
H -2.041 2.326 -1.439
O -2.097 2.326 -2.391
H 0.329 3.024 -2.326
H 1.280 2.051 -1.635
O 1.110 2.979 -1.749
H 0.281 -1.441 2.138
H -1.180 -1.710 2.479
O -0.298 -2.001 2.680
H -2.235 0.135 3.687
H -1.826 0.392 2.210
O -2.153 0.826 3.025

---

#two
41
Properties=species:S:1:pos:R:3 method="wB97M-V/def2-TZVPD" gap_ev=9.35 e_homo_ev=-6.4 multiplicity=1 charge=-1
C 1.446 -0.913 -1.768
N 0.402 -0.774 -2.845
C -0.797 -1.492 -2.344
O -0.595 -2.877 -2.218
C 1.019 0.037 -0.622
N 2.233 0.423 0.132
C 2.636 -0.645 0.994
O 3.795 -0.858 1.259
H 1.619 -1.864 -1.346
H 2.362 -0.646 -2.278
H 0.787 -1.377 -3.612
H -1.505 -1.681 -3.132
H -1.248 -1.036 -1.460
H 0.176 -0.181 0.100
H 0.440 0.985 -0.994
H 2.888 1.234 -0.112
H 1.756 -1.306 1.360
H -0.100 2.065 -2.004
H -0.394 2.688 -0.866
O -0.358 2.938 -1.763
H -1.913 0.070 0.776
H -1.783 1.245 -0.305
O -2.085 0.444 -0.245
H 2.575 2.079 1.963
H 1.068 1.933 1.774
O 1.759 2.434 2.268
H -1.303 2.079 2.628
H -0.814 3.570 2.498
O -1.165 2.835 2.081
H -1.819 0.926 -3.633
H -3.071 0.265 -2.890
O -2.656 0.583 -3.676
H -0.285 -3.304 -1.513
H 0.181 -2.643 1.745
O 0.065 -1.779 1.619
H -0.930 -1.178 1.878
H -2.312 -0.527 2.981
O -2.065 -0.553 2.154
H -0.663 -0.867 3.390
H 0.711 -1.387 3.826
O -0.055 -0.944 4.199

---

#one is preferred energetically. Next in line: 131.6 kcal/mol higher.

---

#one
9
Properties=species:S:1:pos:R:3 method="wB97M-V/def2-TZVPD" gap_ev="8.41 / 8.40" e_homo_ev="-8.5 / -8.3" multiplicity=1 charge=0
C 0.100 -0.762 -0.007
C 1.127 0.216 -0.467
C -1.146 0.141 0.203
Br -1.265 0.926 1.915
H -0.190 -1.333 -0.807
H 0.298 -1.357 0.771
H 1.485 0.635 0.421
H 1.071 0.563 -1.553
H -1.480 0.973 -0.477

---

#two
9
Properties=species:S:1:pos:R:3 method="wB97M-V/def2-TZVPD" gap_ev=9.83 e_homo_ev=-9.1 multiplicity=1 charge=0
C 0.087 -0.561 -0.048
C -1.257 1.012 0.164
C 1.413 -0.994 -0.059
Br 2.849 0.215 0.098
H -0.467 -1.445 -0.253
H -1.145 1.441 1.187
H -0.891 1.637 -0.585
H -2.322 0.560 -0.040
H 1.733 -1.866 -0.463

---

#two is preferred energetically. Next in line: 11.1 kcal/mol higher.

---

#one
26
Properties=species:S:1:pos:R:3 method="wB97M-V/def2-TZVPD" gap_ev=8.57 e_homo_ev=-7.8 multiplicity=1 charge=0
C -1.646 0.238 -0.937
C 0.246 0.495 1.865
C 2.497 -1.241 0.848
C -2.457 1.165 -0.115
C -1.696 -1.224 -0.536
C -0.289 1.049 -0.590
C 0.566 0.313 0.411
C 1.576 -0.456 -0.043
N 1.717 -0.756 -1.396
N 0.173 1.731 -1.609
H -1.796 0.391 -2.004
H 1.271 -0.078 -2.011
H 2.651 -1.010 -1.681
H 0.916 2.371 -1.328
H 0.871 1.277 2.302
H 0.387 -0.404 2.466
H -0.787 0.792 2.059
H 2.018 -2.175 1.152
H 2.776 -0.707 1.755
H 3.430 -1.494 0.339
H -2.657 0.878 0.912
H -3.261 1.658 -0.650
H -1.357 1.964 0.104
H -2.644 -1.656 -0.860
H -0.875 -1.770 -0.997
H -1.631 -1.349 0.544

---

#two
26
Properties=species:S:1:pos:R:3 method="wB97M-V/def2-TZVPD" gap_ev=9.38 smiles=Cc1c[nH]cn1.CC(C)C e_homo_ev=-8.6 multiplicity=1 charge=0
C -3.521 1.011 1.949
C -0.565 -0.938 2.620
C -2.377 0.013 2.017
C -2.580 -1.322 1.813
N -1.174 0.243 2.604
N -1.415 -1.926 2.226
H 0.434 -1.011 3.012
H -1.010 -2.811 1.981
H -3.383 -1.775 1.258
H -3.367 1.697 2.788
H -4.472 0.516 2.095
H -3.396 1.655 1.079
C 2.364 0.697 -3.173
C 1.519 0.978 -1.931
C 3.638 1.565 -3.175
C 2.771 -0.790 -3.199
H 1.688 0.885 -4.007
H 0.536 0.515 -1.992
H 1.333 2.061 -1.903
H 4.544 0.971 -3.063
H 3.744 2.040 -4.150
H 3.674 2.316 -2.387
H 2.824 -1.262 -2.215
H 2.215 -1.528 -3.792
H 3.763 -0.913 -3.648
H 2.057 0.826 -0.996

---

#two is preferred energetically. Next in line: 57.2 kcal/mol higher.

---

#one
16
Properties=species:S:1:pos:R:3 method="wB97M-V/def2-TZVPD" gap_ev=11.52 e_homo_ev=-14.2 multiplicity=1 charge=+1
C -1.714 0.311 -0.093
C 2.457 -0.721 0.477
N -2.941 0.513 0.395
N -0.723 1.113 0.173
N 1.930 0.089 -0.363
N -1.514 -0.674 -0.947
O 3.685 -0.930 0.806
H -0.808 -0.524 -1.658
H -3.118 1.091 1.253
H -3.625 -0.210 0.093
H -0.740 2.086 0.602
H 1.853 -1.257 1.243
H 0.471 0.607 -0.114
H 2.602 0.457 -1.066
H -2.191 -1.445 -1.076
H 4.375 -0.504 0.276

---

#two
16
Properties=species:S:1:pos:R:3 method="wB97M-V/def2-TZVPD" gap_ev=10.23 e_homo_ev=-13.5 multiplicity=1 charge=+1
C -0.302 -0.050 -1.694
C -0.010 0.065 1.234
N -1.240 0.792 -1.477
N -0.730 1.338 1.034
N 0.753 -0.031 0.018
N 1.353 -1.353 -0.084
O 0.134 -0.828 -2.407
H -0.671 -0.820 1.433
H 0.780 0.026 2.103
H -1.234 1.288 -0.452
H -1.675 0.810 -2.333
H -0.206 2.200 1.183
H -1.493 1.463 1.773
H 0.683 -2.097 0.286
H 1.663 -1.451 -1.082
H 2.195 -1.352 0.467

---

#one is preferred energetically. Next in line: 65.0 kcal/mol higher.